No. 1
Formula: C28H25F2N6O7Zr
Source: OMol25
Level of theory: ωB97M-V with the def2-TZVPD basis set

Geometry as XYZ:
```
69
Properties=species:S:1:pos:R:3:forces:R:3
Zr -0.3931 1.2698 0.8735 -0.12 -0.31 -0.37
O -1.7693 1.8045 2.2417 0.02 -0.18 0.11
C -2.7876 0.9593 2.4799 0.00 -0.04 0.12
C -4.1080 1.3386 2.2358 -0.02 0.01 -0.06
C -5.1303 0.4390 2.4627 0.01 -0.01 0.00
C -4.8709 -0.8499 2.9367 0.02 0.03 0.00
C -3.5687 -1.2294 3.1892 0.00 -0.05 0.01
C -2.5217 -0.3360 2.9690 0.00 0.07 0.00
C -1.1202 -0.6134 3.2568 -0.01 0.05 0.05
N -0.5576 -1.7179 3.5055 0.01 -0.04 0.01
C 0.8850 -1.6475 3.7442 -0.05 0.02 0.01
C 1.6083 -0.3612 3.3235 0.01 0.03 -0.04
N 1.4827 -0.1224 1.8560 0.09 -0.08 0.13
C 2.2383 -0.9551 1.2408 -0.03 0.00 -0.06
C 1.6082 -0.7162 -1.1900 0.06 -0.01 0.09
C 2.3136 -0.5044 -2.3746 -0.03 0.02 0.01
C 1.6521 -0.1537 -3.5335 -0.03 0.01 -0.02
C 0.2617 -0.0408 -3.5112 0.04 0.01 -0.02
C -0.4393 -0.2344 -2.3393 -0.01 -0.03 0.03
C 0.2229 -0.5354 -1.1382 -0.08 -0.20 -0.13
O -0.4380 -0.6343 0.0196 0.11 0.08 -0.10
H -4.2974 2.3256 1.8368 0.00 0.00 0.00
H -6.1508 0.7379 2.2576 0.00 0.00 0.00
H -5.6856 -1.5416 3.1057 0.00 0.00 0.00
H -3.3347 -2.2161 3.5711 0.00 0.00 0.00
H -0.5327 0.3053 3.2616 0.02 0.03 0.17
H 1.3302 -2.4934 3.2129 0.03 0.00 -0.01
H 1.0565 -1.8210 4.8119 0.02 -0.01 -0.01
H 2.6624 -0.4756 3.5910 0.00 -0.01 0.00
H 1.2575 0.5129 3.8619 -0.01 0.01 -0.01
H 2.9092 -1.5948 1.8094 -0.01 -0.01 0.01
H 3.3923 -0.6151 -2.3647 0.00 0.00 0.01
H 2.2049 0.0459 -4.4409 0.00 0.00 0.00
H -0.2719 0.2317 -4.4128 0.00 0.00 0.00
H -1.5155 -0.1256 -2.3037 0.00 0.01 0.01
O 2.3186 4.5327 -5.0109 0.00 -0.03 0.00
C 1.1024 4.4408 -4.7609 0.02 0.08 0.00
O 0.1017 4.7669 -5.4186 -0.01 -0.03 0.00
C 0.7866 3.7934 -3.3851 -0.02 -0.02 -0.01
C 1.8163 3.3894 -2.5456 0.01 0.00 -0.01
C 1.5209 2.7581 -1.3567 0.02 -0.02 0.02
N 0.2642 2.4883 -0.9815 -0.02 0.03 -0.13
C -0.7351 2.8805 -1.7903 0.00 0.02 -0.04
C -0.5196 3.5504 -2.9746 0.02 0.02 0.02
C -2.1021 2.4211 -1.3476 -0.01 0.06 0.03
O -3.1148 2.8234 -1.8698 -0.03 -0.09 -0.02
O -2.0298 1.5360 -0.3858 -0.04 0.37 -0.10
H 2.8347 3.5673 -2.8629 0.01 0.00 0.01
H 2.3027 2.4287 -0.6835 0.01 -0.01 -0.01
H -1.3479 3.8495 -3.6012 -0.01 -0.01 0.00
F 1.0462 2.5345 3.0248 0.09 0.11 0.10
C 1.0974 2.8266 1.6431 -0.11 0.14 0.33
F 0.3021 3.9698 1.5105 0.03 0.04 -0.02
H 2.1237 3.1511 1.4587 0.01 -0.09 -0.10
C -0.1766 -3.6731 -1.6665 -0.01 0.01 0.01
N 0.9147 -3.6036 -0.7025 -0.08 -0.04 0.04
C 2.2757 -3.4836 -1.1827 0.08 -0.01 0.02
C 3.0389 -2.4728 -0.3343 0.11 -0.05 -0.18
O 4.1284 -2.6869 0.1186 -0.04 0.01 0.09
N 2.3488 -1.2396 -0.0857 -0.05 0.09 0.01
C 0.7775 -3.6192 0.6358 0.01 0.08 -0.03
N -0.4781 -3.7034 1.0772 -0.02 0.00 0.04
H 0.1752 -3.3468 -2.6427 0.00 0.00 -0.01
H -0.9842 -2.9969 -1.3778 0.00 0.01 -0.03
H -0.5750 -4.6883 -1.7530 0.01 0.01 0.02
H 2.2834 -3.1703 -2.2277 -0.02 -0.01 0.03
H 2.8309 -4.4181 -1.0981 0.00 -0.02 -0.01
H -0.6330 -3.4750 2.0490 -0.03 -0.03 -0.03
H -1.2874 -3.5662 0.4824 0.01 -0.01 0.01
```
Forces are in eV/Å.

Properties
2S+1   1
E_tot   -2184.212395 Eh
Total charge   -1
Frontier orbital gap   0.282 Eh
E_LUMO   2.06 eV

Now the Mulliken charges, all in e: 0.6103 -0.9145 0.2605 -0.5836 -0.4927 -0.6494 -0.4421 0.4577 0.2264 -0.6808 -0.5537 -1.4667 0.4579 -0.6185 0.1477 -0.6806 -0.9611 -0.7877 -0.8585 1.6310 -0.6795 0.4407 0.3861 0.3973 0.4769 0.9711 0.4163 0.4623 0.5184 0.3048 0.4620 0.5299 0.4236 0.5054 0.5557 -0.7359 0.4331 -0.7189 0.2985 -1.2292 0.0186 0.6113 0.6714 -0.9815 0.2007 -0.7003 -0.5869 0.4791 0.3658 0.6260 -0.3101 -0.1107 -0.2900 0.3935 -1.1442 0.5173 -0.8549 0.3328 -0.5890 0.4911 -0.7480 -0.1274 0.3179 0.3772 0.3217 0.4067 0.3952 0.3726 0.2241



No. 2
Formula: C28H25F4N3O4ReSSbSe4
Source: OMol25
Level of theory: ωB97M-V with the def2-TZVPD basis set

Geometry as XYZ:
```
71
Properties=species:S:1:pos:R:3:forces:R:3
Re 1.1698 -3.1255 -2.3287 0.17 -0.39 -0.21
F -2.7610 -0.1808 2.5255 0.01 0.00 0.01
C -1.4276 -0.3400 2.5932 0.00 -0.01 0.02
C -0.7911 -0.9026 1.5264 -0.02 -0.01 0.00
C 0.5860 -1.1335 1.5750 0.04 -0.06 -0.10
C 1.2528 -1.7920 0.4582 0.02 0.07 0.08
O 0.5746 -2.0967 -0.5572 -0.01 0.00 0.02
C 2.6360 -2.0511 0.6216 -0.06 0.01 0.09
C 3.2695 -1.6391 1.7700 -0.01 -0.05 -0.03
N 2.6710 -0.9969 2.7729 -0.06 0.03 0.03
C 3.4335 -0.6440 3.9587 0.04 0.02 0.00
C 3.6971 0.8061 4.2458 0.00 -0.01 0.00
C 4.8118 -0.0871 3.7906 -0.02 0.00 0.00
C 1.2960 -0.7611 2.7210 0.05 0.01 0.03
C 0.6276 -0.1649 3.7951 -0.03 -0.01 -0.04
C -0.7433 0.0430 3.7646 0.00 -0.01 -0.04
N -1.3800 0.6225 4.8803 0.02 0.01 0.02
C -1.1133 0.0831 6.2072 -0.02 0.00 0.00
C -0.9129 1.2540 7.1740 -0.01 0.01 -0.02
N -1.7497 2.4134 6.6815 0.01 -0.02 0.00
C -3.0402 1.9240 6.0906 0.01 0.00 0.02
C -2.7299 1.1782 4.7873 0.00 0.01 -0.02
C 3.4745 -2.7926 -0.3499 0.04 -0.06 -0.14
O 4.6296 -3.0329 -0.1670 -0.01 0.07 0.03
O 2.8490 -3.2263 -1.4697 0.11 0.11 0.10
H -1.3588 -1.2105 0.6582 0.00 0.01 0.00
H 4.3246 -1.8476 1.8876 0.00 0.00 -0.01
H 3.2513 -1.3147 4.7893 0.00 0.00 0.00
H 3.6786 1.1266 5.2782 0.00 0.00 0.00
H 3.3237 1.5256 3.5293 0.00 0.00 0.00
H 5.5567 -0.4005 4.5067 0.00 0.00 0.00
H 5.1851 0.0658 2.7877 0.00 0.00 0.00
H 1.1926 0.1530 4.6583 0.01 0.00 0.01
H -0.2225 -0.5371 6.2031 0.01 0.00 0.00
H -1.9405 -0.5542 6.5397 0.00 0.00 0.00
H 0.1186 1.5992 7.1993 0.00 0.00 0.01
H -1.2376 1.0182 8.1855 -0.01 0.00 0.00
H -1.2265 2.9065 5.9563 -0.01 0.00 0.00
H -1.9223 3.0755 7.4384 0.00 0.00 0.00
H -3.6965 2.7740 5.9224 0.01 0.01 -0.01
H -3.4922 1.2806 6.8428 -0.01 0.01 0.00
H -2.7708 1.8652 3.9434 -0.01 -0.01 -0.01
H -3.5073 0.4244 4.6445 0.01 -0.01 0.01
Se 2.3513 -6.1412 -8.4269 0.02 0.00 0.02
Sb 1.1176 -4.3304 -7.7028 -0.02 0.01 -0.07
Se 1.5892 -4.3510 -4.2631 -0.28 0.07 0.27
Se 2.3446 -2.9058 -5.9357 0.02 0.05 0.04
Se -1.0152 -3.4773 -8.0672 0.03 -0.04 -0.02
F -1.3077 -4.0024 -0.9755 -0.04 -0.01 0.01
C -0.3460 -4.4791 -1.7812 -0.02 0.19 -0.10
F 0.4046 -5.3449 -1.0326 0.03 0.00 0.02
F -0.9598 -5.1811 -2.7356 -0.02 -0.09 0.04
C -3.6650 5.3794 -7.6158 0.05 0.05 -0.08
C -2.4706 4.8010 -6.9246 0.20 0.00 -0.08
O -1.9683 5.2106 -5.9242 -0.15 -0.04 0.10
S -1.7646 3.3800 -7.8649 -0.26 -0.02 0.04
C -1.2706 2.2265 -6.6492 0.19 0.03 0.05
C -0.9999 0.9420 -7.1528 -0.01 -0.02 -0.02
C -0.5857 -0.0597 -6.3152 0.02 -0.04 -0.05
C -0.4273 0.1903 -4.9363 0.00 0.05 0.03
C -0.7024 1.4817 -4.4403 0.00 -0.01 0.04
C -1.1126 2.4881 -5.2784 0.02 0.01 0.01
C 0.0129 -0.8208 -4.0952 -0.03 0.13 -0.02
C 0.3937 -1.7292 -3.3357 0.03 -0.05 -0.06
H -4.1126 6.1454 -6.9880 0.02 0.01 0.00
H -4.3807 4.5957 -7.8574 -0.03 0.02 0.02
H -3.3394 5.8283 -8.5578 -0.01 -0.01 -0.01
H -1.1310 0.7458 -8.2093 0.01 -0.01 0.00
H -0.3835 -1.0520 -6.6969 -0.02 0.02 -0.02
H -0.5709 1.6747 -3.3838 -0.01 0.01 -0.01
H -1.2857 3.4782 -4.8915 -0.01 -0.01 0.00
```
Forces are in eV/Å.

Properties
2S+1   1
E_tot   -12268.538023 Eh
Total charge   +2
Frontier orbital gap (alpha / beta)   0.206 / 0.206 Eh
E_LUMO (alpha / beta)   -6.61 / -6.63 eV

Now the Mulliken charges, all in e: 0.9457 -0.3266 0.2967 -0.6590 0.8401 1.6222 -0.5357 -0.5703 -0.3599 0.2786 -0.3051 -0.4109 -1.0141 -0.3773 -0.7250 -1.1279 0.2283 -0.6783 -0.7514 -0.1428 -0.7882 -0.7029 0.3513 -0.5833 -0.6574 0.6119 0.7699 0.4449 0.3157 0.2383 0.2631 0.3591 0.8238 0.4850 0.3180 0.4338 0.3812 0.3805 0.3481 0.3978 0.3682 0.5202 0.4083 -0.3400 0.8313 -0.0217 -0.1929 -0.3531 -0.2010 0.4107 -0.2552 -0.2053 -1.1477 0.8163 -0.4919 -0.1834 0.8756 -0.8421 -0.2608 0.1619 -0.7271 -0.5188 2.3654 -1.9106 0.3344 0.3541 0.3405 0.4215 0.0499 0.4516 0.5236



No. 3
Formula: C28H25GeHfN2O6
Source: OMol25
Level of theory: ωB97M-V with the def2-TZVPD basis set

Geometry as XYZ:
```
63
Properties=species:S:1:pos:R:3:forces:R:3
Hf 1.8514 -0.1283 -1.2970 0.34 -0.33 -0.57
O 3.0709 -0.1400 2.4129 -0.02 0.11 -0.10
C 2.4096 0.1152 1.2136 -0.10 -0.16 0.15
O 3.3023 0.1160 0.0980 0.16 -0.10 -0.37
C 1.8427 1.5230 1.2185 0.00 -0.02 0.09
C 1.8540 2.5339 2.1674 -0.06 0.06 -0.07
C 1.3099 3.7572 1.8028 0.01 -0.07 0.01
C 0.7952 3.9623 0.5170 -0.03 0.17 0.11
C 0.8524 2.9017 -0.3554 -0.03 -0.07 -0.15
N 1.3412 1.7319 0.0160 0.07 0.05 0.16
C 0.5671 2.8179 -1.8203 0.11 -0.17 0.08
O -0.0866 3.7401 -2.4659 -0.09 0.14 -0.03
O 0.9964 1.8342 -2.4258 -0.03 0.03 -0.22
H 3.8131 -0.7232 2.2150 -0.01 -0.04 0.02
H 2.2869 2.3614 3.1423 0.00 0.00 0.00
H 1.3004 4.5718 2.5150 -0.01 0.01 -0.03
H 0.4043 4.9311 0.2347 0.00 -0.01 0.00
H -0.4433 4.4262 -1.8796 0.05 -0.08 -0.01
N 3.6147 0.3649 -2.8961 -0.07 0.12 0.05
C 3.2273 -0.3075 -4.1654 0.02 -0.05 0.34
C 2.4175 -1.5748 -3.8498 0.12 0.02 -0.06
O 2.0267 -2.2925 -4.7247 0.03 -0.02 0.08
O 2.1900 -1.7308 -2.5496 -0.25 0.49 0.26
H 3.8459 1.3393 -3.0622 0.02 -0.01 -0.02
H 4.4485 -0.0617 -2.4997 0.02 -0.03 -0.04
H 4.0817 -0.5684 -4.7862 0.03 -0.02 0.00
H 2.5906 0.3614 -4.7435 -0.02 0.02 0.01
C 1.3157 -0.8480 0.7524 -0.16 -0.04 -0.03
Ge -0.6336 -0.8485 0.8726 0.02 0.05 0.15
C -1.5071 0.9085 1.0534 0.06 -0.10 0.05
C -2.2957 1.4649 0.0437 0.06 0.01 0.01
C -2.9209 2.6948 0.2224 -0.01 0.00 -0.01
C -2.7811 3.3798 1.4225 0.00 -0.02 -0.03
C -2.0235 2.8255 2.4456 0.06 -0.05 0.04
C -1.3906 1.6019 2.2601 -0.07 0.00 -0.09
C -1.2879 -2.0988 2.2003 -0.03 0.11 -0.05
C -2.6470 -2.4098 2.2633 0.07 -0.05 0.07
C -3.1156 -3.3088 3.2107 -0.02 0.03 -0.05
C -2.2303 -3.8973 4.1050 0.00 0.02 -0.01
C -0.8797 -3.5849 4.0549 0.03 -0.01 0.02
C -0.4081 -2.6877 3.1049 -0.10 -0.01 -0.01
C -1.0147 -1.5136 -0.9452 -0.05 0.03 0.08
C -1.4190 -2.8351 -1.1364 0.10 0.05 -0.03
C -1.5615 -3.3603 -2.4137 0.01 -0.01 0.06
C -1.3003 -2.5788 -3.5318 -0.05 -0.14 -0.03
C -0.9069 -1.2677 -3.3685 0.18 0.36 -0.06
C -0.7587 -0.7382 -2.0868 0.00 -0.25 0.17
H 1.6632 -1.8722 0.9190 -0.01 -0.03 -0.03
H -2.4552 0.9239 -0.8823 -0.01 0.02 0.01
H -3.5459 3.0997 -0.5648 0.00 0.00 0.01
H -3.2867 4.3254 1.5714 0.00 0.00 0.00
H -1.9363 3.3384 3.3960 -0.01 0.00 -0.01
H -0.8179 1.1662 3.0727 -0.01 0.05 0.03
H -3.3429 -1.9478 1.5706 -0.03 -0.02 0.01
H -4.1704 -3.5485 3.2521 0.01 -0.01 0.01
H -2.5968 -4.5980 4.8438 0.01 0.00 0.00
H -0.1916 -4.0393 4.7563 -0.01 0.00 0.00
H 0.6468 -2.4397 3.0730 0.01 -0.02 0.01
H -1.6125 -3.4598 -0.2724 -0.03 -0.02 -0.02
H -1.8733 -4.3897 -2.5356 0.01 0.01 -0.02
H -1.3980 -2.9927 -4.5258 0.00 -0.01 0.01
H -0.7094 -0.6481 -4.2358 -0.01 -0.01 0.00
H -0.5172 0.3219 -1.9996 -0.30 0.05 0.05
```
Forces are in eV/Å.

Properties
2S+1   1
E_tot   -3767.826541 Eh
Total charge   +1
Frontier orbital gap   0.264 Eh
E_LUMO   -4.22 eV

Now the Mulliken charges, all in e: 1.6963 -0.6205 1.6151 -0.9598 -0.1583 -0.5837 -0.6842 -0.8828 1.0754 -0.0578 0.3656 -0.4780 -0.5711 0.4766 0.5850 0.4865 0.3342 0.3500 -0.6676 -0.5053 0.5210 -0.5793 -0.8925 0.2448 0.2914 0.4518 0.2304 -1.3043 1.8533 -0.0449 -0.1206 -0.8251 -0.5355 -0.7922 -0.4252 0.0754 -0.2708 -0.7571 -0.5046 -0.6099 -0.6315 0.3065 -0.9228 -0.7514 -0.5930 -0.7686 -0.6102 0.9761 0.4885 0.5015 0.4466 0.4838 0.5059 0.4331 0.4094 0.3967 0.4045 0.3564 0.4275 0.4382 0.4382 0.5040 0.9393